DFT (ωB97M-V with the def2-TZVPD basis set) results for a single C4H7N3O2 molecule.

```
16
Properties=species:S:1:pos:R:3:nbo_charge:R:1
C -1.56971 -0.80497 -0.10758 0.11
C -1.43694 0.36347 0.84044 -0.49
C -0.10563 1.11517 0.72057 -0.21
C 0.94163 -0.79345 -0.30259 0.16
N -0.68652 -1.44429 -0.67886 -0.35
N 1.02064 0.17446 0.68355 -0.67
N 1.48881 -0.32490 -1.68081 0.51
O 2.08565 -1.12000 -2.32833 -0.35
O 1.30529 0.86741 -1.91570 -0.41
H -2.51474 -1.07633 -0.24954 0.17
H -2.06139 1.18583 0.54927 0.23
H -1.62073 0.12726 1.88854 0.23
H -0.17373 1.69794 -0.22759 0.21
H 0.11107 1.72362 1.53203 0.21
H 1.54832 -1.76825 -0.20839 0.23
H 1.66798 0.07704 1.48496 0.42
```

Values from the calculation:
ΔE to the lowest compared entry with this formula, charge and spin (kcal per mole): 130.9
Calculated total energy (eV): -12821.85254
HOMO energy (eV): -9.1202
Frontier orbital gap (Eh): 0.3550
Spin multiplicity: 1

DFT (ωB97M-V with the def2-TZVPD basis set) results for a molecular structure, C32H59BrClCsF4KNO11S.

```
112
Properties=species:S:1:pos:R:3:lowdin_charge:R:1
C -2.04081 4.56565 0.56627 -0.21
C -1.96731 5.43215 -0.68235 -0.23
C -1.63777 4.64661 -1.95927 -0.21
C -2.32769 3.26585 -2.02106 -0.21
C -2.90933 3.01602 -3.41626 -0.21
C -1.84168 2.90934 -4.50085 -0.21
C -0.70194 1.98136 -4.08900 -0.20
C -1.19093 0.59726 -3.62896 -0.20
C -0.34354 -0.52128 -4.21653 -0.28
C -0.86437 -1.93347 -3.79428 -0.19
C 0.16965 -2.81902 -3.10352 -0.15
C 0.93272 -2.11855 -1.98025 -0.09
C 0.31558 -2.23411 -0.57371 -0.33
C 1.25542 -1.42044 0.29808 -0.07
O 0.92480 -1.51926 1.68234 0.06
C 1.22538 -0.41405 2.40860 -0.73
F 2.56347 -0.21347 2.53690 0.14
F 0.67524 0.68887 1.94221 0.20
F 0.76424 -0.62889 3.62997 0.15
O 0.20607 -3.59702 -0.14732 0.14
C -1.07105 -4.00711 -0.20612 -0.51
O -1.51487 -5.03191 0.23653 0.17
O -1.84487 -3.06614 -0.85331 0.10
C -1.16274 -1.84831 -0.63650 -0.25
C -1.85954 -1.16592 0.54161 -0.20
C -3.30408 -0.71736 0.00184 -0.17
C -4.13212 0.18194 1.00392 -0.24
C -5.59997 0.15138 0.52309 -0.22
S -5.71860 0.59914 -1.18761 0.58
O -5.45084 -0.51114 -2.04608 -0.30
O -4.87981 1.71480 -1.41630 -0.25
O -7.22336 1.04862 -1.39554 -0.12
H -3.00712 4.09128 0.67869 0.05
H -1.90699 5.29717 1.49241 -0.04
H -1.23029 3.82989 0.62481 0.08
H -1.15685 6.13998 -0.52366 0.09
H -2.89822 5.97605 -0.80195 0.10
H -0.56211 4.50856 -2.06891 0.10
H -1.95427 5.22213 -2.83214 0.09
H -1.57411 2.52290 -1.76364 0.09
H -3.13064 3.21905 -1.30518 0.08
H -3.54047 3.87190 -3.63501 0.12
H -3.52706 2.11786 -3.43069 0.08
H -2.24453 2.61257 -5.47232 0.10
H -1.38990 3.88789 -4.64154 0.11
H -0.19134 2.48332 -3.27532 0.10
H 0.00089 1.84118 -4.91031 0.10
H -1.16976 0.54493 -2.54288 0.10
H -2.23651 0.49246 -3.91837 0.12
H -0.48606 -0.43138 -5.31521 -0.13
H 0.70601 -0.34090 -4.00670 0.12
H -1.75267 -1.76810 -3.19792 0.11
H -1.21698 -2.47082 -4.69526 0.08
H 0.88965 -3.13087 -3.85575 0.11
H -0.32121 -3.72950 -2.78049 0.12
H 1.89049 -2.63525 -1.90098 0.12
H 1.16407 -1.08096 -2.19428 0.12
H 2.27004 -1.78695 0.15692 0.13
H 1.23999 -0.40102 -0.07876 0.16
H -1.22077 -1.07656 -1.39914 0.13
H -2.01520 -1.88274 1.39086 -0.15
H -1.27902 -0.30027 0.92252 0.14
H -3.09999 -0.18681 -0.91777 0.10
H -3.92139 -1.60793 -0.25955 0.12
H -3.82187 1.21886 0.92377 0.12
H -4.14842 -0.18841 2.04694 -0.04
H -6.24636 0.79339 1.11743 -0.01
H -5.94667 -0.87820 0.59874 0.11
H -7.26647 1.25878 -2.34078 0.10
C 8.04829 -5.13032 1.83122 -0.08
C 8.27471 -3.63904 1.58154 -0.21
C 7.59090 -2.67958 2.54223 -0.12
N 6.11250 -2.44172 2.35881 -0.25
C 5.73327 -1.29297 3.24862 0.03
C 5.74769 -2.09827 0.92994 -0.08
C 5.27288 -3.39617 0.30239 -0.14
C 4.56853 -4.09506 1.45898 -0.13
C 5.24768 -3.63357 2.74314 -0.07
H 7.01983 -5.44091 1.64468 0.06
H 8.67800 -5.71620 1.16362 0.09
H 8.31067 -5.39945 2.85539 0.09
H 8.05369 -3.38965 0.54308 0.10
H 9.34592 -3.45707 1.69026 0.12
H 8.05609 -1.70019 2.43104 0.14
H 7.72726 -2.99719 3.57591 0.14
H 6.28130 -0.41105 2.92664 0.12
H 5.99254 -1.55301 4.27159 0.12
H 4.66459 -1.12179 3.16158 0.09
H 4.92756 -1.38308 0.96944 0.13
H 6.60197 -1.63727 0.44001 0.14
H 6.09546 -4.00002 -0.07786 0.11
H 4.60736 -3.21414 -0.53968 0.12
H 4.59663 -5.17796 1.35327 0.12
H 3.51709 -3.80559 1.48793 0.12
H 5.85750 -4.39141 3.22424 0.12
H 4.51122 -3.29216 3.46474 0.13
C -4.23374 3.17633 4.03432 -0.10
C -4.11186 3.98266 2.76134 -0.45
O -4.76011 3.11354 1.81195 0.11
C -5.67771 2.40477 2.49058 -0.53
O -6.55988 1.77260 1.97444 0.11
O -5.47933 2.46123 3.81392 0.08
F -2.82721 4.14437 2.40868 -0.33
H -3.40459 2.45410 4.12707 -0.10
H -4.28561 3.78443 4.93201 0.14
H -4.61237 4.95177 2.76218 0.04
Cl -3.06173 6.19516 2.57100 0.20
Cs -3.19881 -2.03710 2.98299 1.29
O 0.29383 7.09868 1.60335 -0.44
H -0.22524 7.14662 2.41621 -0.15
K -0.90450 -0.95556 -6.74494 0.72
Br -1.53550 1.73627 5.06707 -0.37
```

Values from the calculation:
Calculated total energy (eV): -179280.50207
HOMO energy (eV): -3.1574
Frontier orbital gap (Eh): 0.0426
Spin multiplicity: 1